81
Properties=species:S:1:pos:R:3 method="wB97M-V/def2-TZVPD" orbital_gap_ev=5.0 max_force_ev_per_a=3.7 molar_mass_g_mol=605.412 charge=+3
C -0.52 1.06 2.83
P 2.02 -1.17 1.80
O -0.87 1.22 -2.40
H 4.19 0.70 0.19
H 0.29 -4.67 -1.47
H 4.01 -1.60 0.45
H 2.64 4.10 -1.41
C 3.12 -0.22 2.94
H -1.07 2.97 1.04
C 0.48 -0.40 -3.55
H 0.34 1.72 2.68
H -4.55 2.07 3.18
C -0.81 0.07 -3.06
H 3.88 1.03 -1.53
C -2.03 2.90 3.41
C 3.36 -2.22 1.08
H 2.87 2.63 2.17
H -3.04 -1.50 -5.10
H 2.35 -2.98 3.33
In 0.06 0.40 -0.27
H 1.51 3.67 1.61
C -2.54 0.66 4.11
H -0.90 -2.44 -6.00
C -2.35 -0.11 1.82
C -0.86 -1.78 -5.13
H -2.10 -4.06 -1.17
P 2.21 2.07 -0.14
C -2.03 -0.57 -3.42
H -0.20 0.05 3.15
H -2.71 3.21 4.22
C -1.87 2.22 1.13
H 1.33 -1.72 -5.10
H 1.21 0.41 -3.80
H 0.65 -3.00 2.73
C 1.93 3.27 -1.51
C -0.26 1.85 -5.18
H -1.83 -3.47 1.90
C 2.47 3.19 1.30
H -1.22 3.63 3.23
N -1.25 0.88 1.51
H 2.52 0.40 3.61
N -2.81 2.72 2.17
C 0.38 -1.37 -4.64
C 3.87 1.47 -0.53
H -1.87 -1.02 2.24
H -3.22 1.18 4.83
H 1.42 -3.29 -1.55
H -1.06 3.25 -3.72
C 0.83 -3.92 -0.88
H -2.53 -2.32 -1.12
H -1.92 -4.68 0.63
H -2.42 2.10 0.19
C -1.72 -3.04 -1.30
C -1.24 -4.02 1.17
H 0.82 2.04 -5.06
H 3.67 -0.96 3.55
H 1.17 -1.83 4.01
H -0.56 1.21 -6.04
H 0.90 3.66 -1.48
H 1.03 -0.23 -2.09
H -2.26 2.38 -4.78
H 1.48 -4.42 -0.16
C -2.08 -1.30 -4.60
H 2.09 2.77 -2.48
H -0.50 -4.64 1.69
H 3.85 0.40 2.40
H 2.96 -3.05 0.50
H 4.58 2.31 -0.50
H -2.13 -0.29 4.51
H 3.18 3.99 1.02
N -1.41 1.62 3.87
C -3.86 1.69 2.40
C -1.20 2.48 -4.47
C 1.47 -2.36 3.10
H 3.93 -2.60 1.93
P -0.42 -2.84 -0.02
H -2.93 -0.28 -2.87
N -3.29 0.41 2.87
H -1.33 -2.92 -2.32
H -4.39 1.50 1.44
H -2.92 -0.32 0.91